Record 1
# C13H43N15O9

A 8-piece molecular cluster, C13H43N15O9 overall at a distorted geometry (ωB97M-V with the def2-TZVPD basis set, OMol25).

Properties
**Net charge**: 0
**SMILES string**: COCCNCCOC.NC(N)=O.NC(N)=O.NC(N)=O.NC(N)=O.NC(N)=O.NC(N)=O.NC(N)=O
**Lowest unoccupied orbital energy**: -0.16 eV
**HOMO energy**: -0.3359 hartree
**Energy relative to the best compared isomer or geometry (same formula, charge and spin)**: 6.1524 eV
**Gap between HOMO and LUMO**: 9.0 eV

```
80
Properties=species:S:1:pos:R:3:forces:R:3:mulliken_charge:R:1
C -4.024 0.192 3.773 -8.114 3.016 -0.897 -0.83
O -2.890 -0.269 3.627 9.123 -4.651 0.010 -0.37
C -2.170 -0.221 2.386 -0.236 -1.654 1.998 -0.50
C -0.756 -0.405 2.854 -0.330 1.576 -0.268 -0.92
N 0.163 -0.323 1.744 0.189 0.446 -0.328 1.34
C 1.502 -0.099 2.223 0.984 1.372 -0.135 0.24
C 2.217 -1.329 2.676 -0.358 -1.496 -0.871 -0.70
O 3.599 -1.187 2.847 0.262 0.794 -1.122 -0.42
C 3.953 -0.692 4.101 -0.664 0.161 0.974 -0.79
H -4.529 0.158 2.807 -0.938 0.300 -0.357 0.35
H -4.012 1.224 4.063 -0.363 1.176 0.528 0.29
H -4.708 -0.348 4.433 0.324 -0.242 0.406 0.25
H -2.332 0.748 1.978 -0.165 0.607 -1.107 0.72
H -2.386 -1.113 1.792 -0.859 0.837 -0.495 0.01
H -0.661 -1.374 3.316 0.134 0.013 0.384 0.07
H -0.655 0.427 3.590 0.625 -0.601 -0.067 0.33
H -0.081 0.423 1.059 0.013 -0.925 1.408 -0.81
H 1.591 0.730 3.002 -0.100 -0.646 -1.007 0.48
H 2.114 0.103 1.334 -0.228 1.067 0.265 -0.57
H 2.077 -2.045 1.866 0.179 -0.174 -0.206 -0.13
H 1.752 -1.839 3.481 -0.388 -0.265 1.420 0.80
H 3.798 -1.500 4.768 0.030 -0.958 1.198 0.33
H 3.287 0.096 4.500 0.428 0.143 -0.576 0.29
H 4.998 -0.427 4.175 0.147 0.306 -0.443 0.31
N -2.517 0.649 -1.935 -2.986 0.393 -0.438 -0.36
C -1.867 -0.374 -1.380 -0.261 -0.703 1.852 0.44
N -0.583 -0.402 -1.621 3.609 0.075 -1.728 0.28
O -2.376 -1.026 -0.503 -1.225 -1.487 0.918 -0.61
H -2.150 1.072 -2.729 0.422 0.763 -2.030 0.21
H -3.535 0.628 -1.833 0.679 0.039 -0.166 0.28
H -0.163 0.175 -2.381 -0.421 -0.608 0.479 0.55
H -0.004 -1.193 -1.324 -0.696 0.214 0.220 -0.65
N -1.660 6.287 -2.928 0.027 5.967 -1.754 -0.43
C -2.033 5.079 -2.647 -1.478 0.068 0.207 0.42
N -1.071 4.252 -2.301 3.075 -2.283 2.588 -0.38
O -3.174 4.697 -2.647 -2.124 -0.670 -0.355 -0.67
H -2.381 7.011 -3.273 1.714 -1.931 1.007 0.28
H -0.774 6.653 -2.568 -0.754 -0.240 -0.478 0.21
H -1.451 3.678 -1.489 0.796 0.665 -1.514 0.29
H -0.090 4.544 -2.168 -1.028 0.237 -0.091 0.23
N -0.987 -3.596 1.378 -3.590 5.677 -4.194 -0.45
C -0.499 -4.176 2.376 -0.409 -1.573 -0.084 0.56
N -0.649 -3.758 3.567 -0.779 2.642 7.945 -0.27
O 0.013 -5.211 2.178 3.902 -5.899 -0.390 -0.74
H -0.897 -4.077 0.504 -0.396 -0.098 -0.727 0.20
H -1.570 -2.748 1.449 0.541 -0.922 -0.453 0.07
H -0.358 -4.409 4.288 0.178 -0.019 -0.557 0.23
H -1.254 -3.063 4.017 0.160 -0.259 -1.336 0.23
N 0.943 -2.625 -0.554 1.343 2.252 1.689 -0.10
C 0.489 -3.426 -1.500 0.738 -1.240 -0.822 0.82
N 1.311 -3.575 -2.527 3.423 1.925 -2.261 -0.35
O -0.527 -4.053 -1.407 -2.604 -1.229 0.459 -0.73
H 0.362 -2.656 0.284 0.606 0.578 0.084 -0.25
H 1.839 -2.072 -0.651 -1.953 -1.298 0.752 0.32
H 1.037 -4.159 -3.297 -0.228 0.125 0.028 0.20
H 2.114 -2.805 -2.649 -2.778 -2.708 -0.029 0.34
N 0.697 1.446 -3.312 4.038 -2.057 2.155 -0.37
C -0.040 1.566 -4.404 1.001 2.249 1.059 0.68
N -0.974 2.445 -4.240 -4.673 1.681 -0.741 -0.27
O 0.279 1.102 -5.429 0.880 -3.219 -4.496 -0.68
H 1.614 0.931 -3.489 -1.722 1.253 0.759 0.18
H 0.650 2.060 -2.499 0.119 -0.278 -0.565 0.21
H -1.659 2.516 -5.015 0.803 0.355 1.062 0.20
H -0.979 3.043 -3.394 -0.594 -0.109 -0.975 0.34
N 0.519 1.988 -0.240 -0.211 -1.174 -1.588 0.51
C -0.473 2.852 0.036 1.026 1.318 4.787 0.26
N -1.684 2.573 -0.338 -1.667 -2.350 -1.797 -0.12
O -0.357 3.801 0.827 1.338 0.281 -0.817 -0.79
H 1.405 2.220 0.089 1.445 0.505 0.695 0.15
H 0.351 1.001 -0.482 -0.105 0.877 -0.390 -0.51
H -2.382 3.124 0.090 -0.890 0.329 0.394 0.26
H -1.876 1.791 -1.002 -0.665 0.722 0.856 0.23
N 3.344 -1.123 -0.594 1.516 -0.801 4.262 -0.31
C 3.258 -0.881 -1.869 -0.824 2.180 -0.958 0.32
N 3.483 -1.977 -2.598 1.868 -1.008 -2.833 -0.46
O 2.832 0.189 -2.288 0.475 -0.339 -0.433 -0.73
H 3.196 -0.408 0.109 0.211 -0.010 -0.493 0.13
H 3.927 -1.897 -0.278 -0.311 0.406 0.122 0.19
H 3.564 -1.766 -3.622 0.200 -0.734 1.423 0.31
H 3.954 -2.807 -2.168 -0.455 1.272 -1.023 0.32
```
Positions in Å, forces in eV/Å.

---

Record 2
# C13H43NO12

A 10-piece molecular cluster, C13H43NO12 overall at a distorted geometry (ωB97M-V with the def2-TZVPD basis set, OMol25).

Properties
**Net charge**: -2
**Lowest unoccupied orbital energy**: 5.08 eV
**HOMO energy**: -0.0860 hartree
**Energy relative to the best compared isomer or geometry (same formula, charge and spin)**: 1.4237 eV
**Gap between HOMO and LUMO**: 7.4 eV

```
69
Properties=species:S:1:pos:R:3:forces:R:3:nbo_charge:R:1
C -0.656 0.148 -0.416 -1.162 0.892 0.680 0.99
O -1.873 -0.170 -0.457 -2.799 -1.142 0.092 -0.91
O -0.154 0.440 0.693 1.837 0.459 3.436 -0.93
O -0.017 0.310 -1.450 1.703 0.110 -3.627 -0.88
C 4.726 -0.475 -0.943 0.654 -0.696 0.973 -0.60
C 3.307 -0.761 -1.345 -0.418 -0.914 -1.053 -0.08
C 2.460 -1.564 -0.337 1.357 -0.861 0.073 -0.07
O 3.182 -2.789 -0.002 0.484 0.296 0.364 -0.58
C 3.306 -3.132 1.365 -1.016 -0.025 -0.377 -0.24
N 2.711 0.508 -1.591 -0.277 0.990 0.192 -0.86
H 5.252 0.065 -1.731 -0.154 0.058 0.029 0.21
H 5.287 -1.373 -0.685 0.048 -0.260 -0.213 0.19
H 4.740 0.111 -0.025 -0.053 0.411 0.029 0.19
H 3.331 -1.271 -2.308 -0.030 -0.471 -0.021 0.18
H 1.492 -1.925 -0.686 -0.059 0.618 -0.335 0.19
H 2.306 -0.889 0.505 -0.042 -0.332 0.457 0.17
H 3.630 -2.314 2.008 0.361 0.185 -0.113 0.16
H 3.959 -4.000 1.458 0.306 0.146 -0.152 0.16
H 2.336 -3.441 1.754 -0.262 -0.009 0.187 0.17
H 2.598 0.874 -0.656 0.229 0.980 0.116 0.35
H 1.732 0.407 -1.817 -0.183 -0.072 -0.313 0.40
C 1.919 3.202 1.564 -1.206 0.482 0.356 -0.23
O 2.319 1.957 1.126 1.920 -0.402 -0.269 -0.78
H 1.567 3.123 2.592 -0.196 0.333 0.245 0.15
H 2.685 3.977 1.528 0.556 -0.424 -0.133 0.15
H 1.109 3.583 0.942 -0.264 0.099 0.139 0.17
H 1.580 1.352 1.033 -1.162 -0.203 -0.178 0.52
C -3.514 2.420 -1.836 1.223 -1.368 0.358 -0.26
O -3.377 2.159 -0.429 -1.136 1.359 -0.693 -0.77
H -3.069 1.550 -2.319 0.058 0.110 -0.486 0.19
H -4.526 2.454 -2.241 -0.328 0.361 0.537 0.14
H -2.903 3.268 -2.145 -0.284 0.311 0.081 0.16
H -2.896 1.330 -0.368 0.480 -0.696 0.205 0.51
C -2.040 1.402 3.363 0.312 -1.041 0.738 -0.24
O -1.247 2.314 2.726 1.300 1.626 -0.812 -0.77
H -3.049 1.417 2.951 -0.230 -0.155 0.552 0.18
H -1.611 0.403 3.278 -0.303 -0.378 -0.341 0.17
H -1.886 1.616 4.421 -1.071 0.107 0.443 0.14
H -0.764 1.859 2.033 0.033 -0.300 -0.746 0.51
C -2.950 -2.084 1.964 0.637 -0.800 0.429 -0.25
O -3.567 -0.896 1.596 -0.900 -0.435 0.435 -0.76
H -2.982 -2.867 1.206 -0.114 -0.067 -0.549 0.14
H -1.896 -1.870 2.137 0.175 -0.396 0.366 0.18
H -3.389 -2.564 2.839 -0.159 0.397 0.360 0.14
H -2.901 -0.599 0.971 0.353 1.287 -1.205 0.51
C -3.963 -2.118 -1.743 0.025 1.060 0.874 -0.26
O -3.522 -0.965 -2.432 -1.042 -0.812 -1.140 -0.78
H -4.780 -2.624 -2.258 0.367 -0.183 -0.423 0.15
H -3.110 -2.737 -1.464 -0.058 -0.576 -0.353 0.16
H -4.380 -1.785 -0.793 -0.221 -0.144 0.335 0.17
H -2.937 -0.535 -1.804 1.063 0.458 0.610 0.51
C -0.253 3.650 -1.540 0.183 -0.096 1.556 -0.26
O 0.068 2.887 -2.666 -0.269 0.819 -0.193 -0.75
H -0.676 3.023 -0.755 -0.622 -0.185 -0.073 0.19
H 0.616 4.013 -0.991 0.582 0.478 -0.491 0.14
H -0.935 4.489 -1.677 -0.062 0.001 -0.567 0.15
H -0.007 2.001 -2.304 0.172 -1.147 -0.302 0.51
C 1.469 -0.634 3.264 -0.820 0.259 0.300 -0.25
O 0.533 -1.451 2.588 0.888 -0.698 0.686 -0.77
H 2.424 -0.492 2.759 0.066 -0.089 -0.236 0.16
H 0.972 0.331 3.361 0.454 0.451 0.299 0.17
H 1.654 -1.022 4.266 0.021 -0.167 0.060 0.15
H 0.173 -0.837 1.944 -0.663 0.378 -1.213 0.51
C -0.124 -2.366 -3.435 0.136 -0.909 0.164 -0.24
O 0.827 -1.384 -3.570 1.141 0.928 -0.699 -0.76
H 0.204 -3.198 -4.058 -0.316 -0.225 -0.220 0.14
H -0.054 -2.705 -2.402 -0.814 -0.381 0.205 0.16
H -1.113 -2.009 -3.721 -0.285 -0.250 0.207 0.17
H 0.647 -0.798 -2.831 -0.143 0.861 0.354 0.51
```
Positions in Å, forces in eV/Å.

---

Record 3
# C13H44O13

A 9-piece molecular cluster, C13H44O13 overall at a distorted geometry (ωB97M-V with the def2-TZVPD basis set, OMol25).

Properties
**Net charge**: 0
**SMILES string**: OCCO.OCCO.OCCO.OCCO.CO.CO.CO.CO.CO
**Lowest unoccupied orbital energy**: 0.17 eV
**HOMO energy**: -0.3724 hartree
**Energy relative to the best compared isomer or geometry (same formula, charge and spin)**: 1.7439 eV
**Gap between HOMO and LUMO**: 10.3 eV

```
70
Properties=species:S:1:pos:R:3:forces:R:3:nbo_charge:R:1
O 10.640 8.864 17.669 1.783 0.927 1.470 -0.73
C 11.889 9.488 18.189 -0.331 -0.536 0.530 -0.11
C 12.444 8.788 19.503 -1.714 0.236 -0.792 -0.09
O 11.638 9.095 20.701 1.277 -0.107 -1.761 -0.71
H 10.253 9.605 17.198 -0.472 -0.263 -0.294 0.48
H 12.610 9.513 17.372 0.498 -0.686 0.055 0.15
H 11.758 10.556 18.368 -0.516 0.055 0.471 0.17
H 13.498 9.022 19.654 -0.263 0.373 0.254 0.19
H 12.377 7.716 19.321 0.089 -0.151 -0.003 0.18
H 10.774 8.768 20.439 -0.359 0.012 0.230 0.47
O 11.550 11.881 10.901 0.544 0.120 0.145 -0.72
C 10.744 10.762 11.202 0.199 -0.309 0.334 -0.08
C 11.545 9.487 11.448 0.347 1.410 -0.417 -0.10
O 12.279 9.185 10.260 -0.590 -0.823 0.271 -0.71
H 11.033 12.663 11.106 0.073 0.070 -0.112 0.47
H 10.184 10.978 12.112 -0.504 -0.179 -0.037 0.16
H 10.108 10.561 10.340 -0.444 -0.079 0.132 0.17
H 10.807 8.739 11.739 0.165 -0.327 -0.031 0.19
H 12.299 9.610 12.225 -0.209 0.143 0.341 0.16
H 11.850 8.383 9.952 0.319 -0.083 -0.573 0.47
O 6.667 11.527 16.348 -0.380 0.207 0.650 -0.73
C 6.427 10.670 15.246 -0.062 0.092 -0.078 -0.09
C 5.293 9.647 15.473 0.620 0.322 -0.032 -0.10
O 4.016 10.250 15.325 0.014 0.506 0.063 -0.73
H 5.982 12.198 16.294 -0.038 0.150 0.378 0.47
H 6.227 11.360 14.427 -0.207 -0.589 -0.650 0.17
H 7.401 10.204 15.098 -0.342 -0.472 -0.383 0.19
H 5.418 9.286 16.494 0.080 -0.190 0.116 0.17
H 5.347 8.806 14.781 0.405 -0.074 -0.091 0.18
H 3.377 9.699 15.783 -0.055 0.043 -0.025 0.47
O 11.450 3.359 16.588 0.354 -1.029 0.081 -0.70
C 12.618 3.586 15.843 -0.086 2.210 -1.855 -0.09
C 12.228 4.304 14.514 1.095 0.183 -0.354 -0.09
O 11.780 5.631 14.740 -0.356 0.373 0.958 -0.76
H 11.018 4.215 16.538 -0.378 0.102 0.292 0.48
H 13.279 4.252 16.398 0.080 0.388 0.047 0.16
H 13.316 2.818 15.509 -0.968 -1.222 0.623 0.19
H 11.467 3.809 13.911 -0.116 -0.618 0.399 0.17
H 13.120 4.334 13.889 0.268 -0.032 -0.077 0.16
H 11.995 6.240 14.030 0.065 -0.329 -0.129 0.48
C 3.464 5.503 14.842 -1.272 -0.589 0.262 -0.25
O 4.720 5.864 14.354 0.528 0.043 -0.135 -0.72
H 2.653 5.674 14.134 -0.068 0.714 -0.124 0.16
H 3.320 4.440 15.035 0.624 -0.352 0.284 0.16
H 3.268 6.019 15.782 0.079 0.166 -0.185 0.18
H 4.846 5.405 13.521 0.159 0.041 -0.071 0.47
C 10.773 11.268 14.952 0.200 0.961 -0.013 -0.27
O 10.814 9.857 15.001 -0.133 0.181 -0.168 -0.74
H 11.326 11.657 14.097 0.285 0.008 -0.002 0.18
H 9.770 11.682 14.847 -0.229 -0.576 0.193 0.20
H 11.203 11.644 15.881 0.004 0.405 -0.028 0.17
H 11.735 9.663 15.192 -0.014 -0.582 -0.021 0.49
C 7.667 3.454 16.174 -0.969 0.233 0.234 -0.24
O 7.060 3.818 17.425 0.340 -0.385 -0.139 -0.73
H 8.455 4.143 15.869 0.371 -0.201 0.280 0.16
H 7.977 2.415 16.287 0.453 0.298 0.045 0.19
H 6.954 3.459 15.350 -0.339 0.050 -0.010 0.16
H 6.504 4.599 17.372 0.140 0.054 -0.452 0.47
C 7.407 6.865 11.219 -0.243 -1.282 -0.240 -0.25
O 7.773 6.129 10.029 0.252 0.886 -0.008 -0.74
H 8.092 6.641 12.036 0.056 0.210 0.015 0.18
H 7.368 7.941 11.050 0.201 -0.243 -0.329 0.19
H 6.412 6.509 11.487 -0.204 0.344 0.366 0.15
H 7.636 5.190 10.175 -0.035 0.087 0.195 0.46
C 8.381 7.599 14.755 0.039 -0.136 0.308 -0.26
O 8.842 8.476 13.752 -0.639 -0.124 -0.743 -0.77
H 9.069 6.763 14.883 0.187 -0.027 0.270 0.17
H 8.259 8.150 15.688 0.065 -0.227 0.303 0.16
H 7.412 7.161 14.515 -0.103 0.248 -0.365 0.18
H 9.519 9.032 14.144 0.379 -0.025 0.128 0.49
```
Positions in Å, forces in eV/Å.